Below is C29H60Cl6CsF4LiN6NaO16P2S2 as an isolated structure, with properties calculated with ωB97M-V/def2-TZVPD.

Calculated values
- relative energy (zero: lowest compared OMol25 entry of this formula, charge and spin) (eV) = 2.080
- M (g/mol) = 1326.45
- net charge = +1
- spin multiplicity = 1
- frontier orbital gap (eV) = 2.50

XYZ file:
```
128
Properties=species:S:1:pos:R:3:lowdin_charge:R:1
C 1.006 2.527 2.260 -0.071
C 1.184 1.001 1.996 -0.233
C 1.188 0.710 0.453 -0.320
C 2.682 0.637 0.143 -0.092
C 0.245 -0.491 -0.045 -0.262
P 1.343 -1.982 0.507 1.028
N 1.921 -1.880 2.134 -0.136
O 0.417 -3.367 0.636 -0.260
C 0.323 -0.523 -1.648 -0.242
C 1.529 -1.324 -2.301 -0.179
C 1.968 -2.760 -2.273 -0.782
O 1.532 -3.785 -1.907 0.009
Cl 3.583 -3.001 -3.150 0.627
C 0.811 0.869 -2.151 -0.119
C 0.259 2.252 -2.059 -0.707
O 0.835 2.962 -1.307 -0.014
Cl -0.912 3.178 -3.133 0.638
C -0.948 -1.068 -2.422 -0.306
C -1.135 -0.472 -3.851 -0.220
N -2.392 -0.784 -4.548 -0.346
C -1.112 -2.644 -2.530 -0.099
C -0.588 -3.325 -3.903 -0.356
N -0.464 -4.763 -3.709 -0.245
S -2.492 -0.518 -1.614 0.650
O -2.785 0.855 -1.877 -0.266
O -3.631 -1.265 -2.074 -0.265
O -2.228 -1.067 -0.152 -0.262
C -1.163 -0.418 0.674 -0.308
C -1.410 -1.267 1.984 -0.089
C -2.484 -2.396 1.939 -0.378
C -2.134 -3.889 2.100 -0.027
N -3.724 -2.179 1.938 0.186
P -2.007 1.231 1.078 0.621
N -1.882 1.791 2.530 -0.108
O -3.638 1.029 0.900 -0.148
O -1.618 2.461 0.109 -0.154
H 0.206 2.968 1.670 0.052
H 1.932 3.045 1.966 0.081
H 0.876 2.692 3.328 0.079
H 0.555 0.359 2.616 0.078
H 2.162 0.840 2.461 0.073
H 0.698 1.613 0.087 0.083
H 3.015 0.334 -0.849 0.073
H 2.943 1.728 0.241 0.043
H 3.320 0.101 0.847 0.084
H 2.911 -2.128 2.203 0.033
H 1.414 -2.470 2.803 0.018
H -0.470 -3.112 0.345 0.024
H 2.473 -0.774 -2.301 0.098
H 1.312 -1.248 -3.382 0.116
H 1.818 1.030 -1.778 0.090
H 1.055 0.786 -3.225 0.144
H -0.315 -0.710 -4.547 0.131
H -1.122 0.625 -3.882 0.073
H -2.845 -1.667 -4.322 -0.213
H -2.320 -0.596 -5.558 -0.011
H -0.651 -3.255 -1.755 0.084
H -2.187 -3.016 -2.521 0.135
H 0.326 -2.866 -4.295 0.105
H -1.377 -3.213 -4.755 -0.178
H -0.777 -5.038 -2.787 0.077
H 0.468 -5.078 -3.914 0.059
H -0.527 -1.694 2.455 0.082
H -1.880 -0.672 2.775 0.111
H -2.195 -4.437 1.160 0.091
H -1.123 -3.926 2.529 0.056
H -2.777 -4.315 2.870 0.059
H -3.878 -1.165 1.896 0.062
H -1.255 1.198 3.065 -0.017
H -3.994 1.854 0.552 0.080
H -2.313 3.126 0.060 0.104
Cl -1.443 -5.838 -5.511 -0.315
Na 2.849 -3.837 3.513 0.787
C -5.311 -0.360 -7.498 -0.037
C -6.162 0.556 -6.625 -0.283
C -6.964 1.584 -7.424 -0.169
O -6.104 2.628 -7.840 -0.192
C -5.741 2.601 -9.227 -0.049
N -5.243 1.338 -5.714 0.236
H -4.508 0.180 -8.005 0.092
H -4.853 -1.136 -6.888 -0.024
H -5.922 -0.848 -8.255 0.111
H -6.815 -0.042 -5.990 0.162
H -7.706 2.042 -6.763 0.141
H -7.505 1.123 -8.250 0.141
H -6.556 2.236 -9.852 0.100
H -4.853 1.982 -9.373 0.083
H -5.500 3.618 -9.526 0.101
H -4.483 0.781 -5.307 0.143
H -5.757 1.791 -4.954 0.184
H -4.839 2.103 -6.276 0.168
C -6.501 -3.989 3.007 -1.572
Cl -8.131 -4.522 2.590 0.527
Cl -6.553 -2.643 4.142 0.518
Cl -5.559 -5.329 3.672 0.518
H -6.011 -3.647 2.104 -0.016
O 2.746 1.242 4.848 -0.060
H 3.383 1.915 4.576 0.020
H 2.055 1.746 5.289 0.045
F 2.937 3.810 -1.714 -0.683
C 3.697 7.197 4.273 -0.091
C 5.153 7.261 4.725 -0.288
O 5.426 6.572 5.922 -0.113
C 5.659 5.130 5.868 -0.547
O 6.548 4.786 4.982 -0.175
C 4.344 4.319 5.701 -0.537
F 3.309 4.843 6.406 0.103
F 4.491 3.059 6.172 0.095
F 3.893 4.184 4.422 0.070
H 3.019 7.271 5.123 0.073
H 3.484 8.010 3.574 0.066
H 3.481 6.268 3.750 0.045
H 5.377 8.309 4.949 0.107
H 5.835 6.970 3.920 0.107
H 5.908 4.930 6.936 0.139
Li 4.058 2.943 0.004 0.787
C 7.833 -3.841 7.499 -0.137
C 7.174 -2.481 7.446 -0.137
O 6.525 -2.452 6.162 -0.174
S 6.046 -3.920 5.779 0.588
O 4.662 -4.050 6.107 -0.248
O 6.517 -4.226 4.477 -0.220
O 6.892 -4.724 6.856 -0.172
H 8.761 -3.859 6.926 0.140
H 8.029 -4.167 8.515 0.143
H 7.886 -1.666 7.536 0.147
H 6.408 -2.379 8.216 0.140
Cs -2.921 -2.631 -5.780 1.584
```